(1)
# C39H33CaN3O2P2

A structure of composition C39H33CaN3O2P2 (ωB97M-V/def2-TZVPD, OMol25).

XYZ file:
```
80
Properties=species:S:1:pos:R:3
Ca -0.673 0.097 -1.096
O -2.399 -6.838 0.270
N -1.499 -6.830 -0.545
O -0.978 -7.795 -1.043
C -0.960 -5.503 -0.916
C 0.364 -5.436 -1.129
C 0.987 -4.169 -1.377
C 2.372 -4.049 -1.584
C 2.914 -2.810 -1.802
C 2.061 -1.704 -1.791
N 0.754 -1.784 -1.597
C 0.208 -3.011 -1.403
C -1.233 -3.110 -1.218
N -1.953 -1.962 -1.283
C -3.266 -2.031 -1.143
C -3.952 -3.229 -0.945
C -3.235 -4.394 -0.859
C -1.832 -4.355 -0.980
H 0.961 -6.337 -1.092
H 2.995 -4.934 -1.575
H 3.972 -2.680 -1.975
H 2.467 -0.710 -1.952
H -3.811 -1.094 -1.200
H -5.029 -3.231 -0.857
H -3.741 -5.333 -0.695
C 2.229 2.331 0.918
C 2.232 0.854 1.333
P 0.519 0.203 1.529
C 0.709 -1.586 1.824
C 1.934 -2.247 1.805
C 1.992 -3.620 2.017
C 0.830 -4.338 2.254
C -0.398 -3.686 2.277
C -0.456 -2.321 2.058
C -0.021 0.889 3.112
C -0.963 1.914 3.143
C -1.343 2.467 4.358
C -0.790 1.993 5.537
C 0.145 0.965 5.511
C 0.531 0.413 4.302
C 1.628 2.569 -0.479
P -0.066 3.375 -0.438
C 0.334 5.061 -1.004
C 1.317 5.768 -0.312
C 1.607 7.075 -0.662
C 0.911 7.690 -1.694
C -0.076 6.995 -2.376
C -0.367 5.683 -2.032
C -0.843 2.620 -1.942
C -0.116 2.118 -3.028
C -0.707 1.267 -3.957
C -2.052 0.934 -3.838
C -2.814 1.485 -2.810
C -2.210 2.310 -1.864
H 3.258 2.692 0.930
H 1.691 2.913 1.673
H 2.768 0.717 2.275
H 2.748 0.262 0.570
H 2.853 -1.698 1.643
H 2.950 -4.123 2.019
H 0.880 -5.403 2.442
H -1.302 -4.245 2.481
H -1.415 -1.810 2.103
H -1.388 2.293 2.221
H -2.071 3.267 4.383
H -1.091 2.422 6.484
H 0.571 0.594 6.433
H 1.252 -0.396 4.288
H 1.584 1.612 -1.023
H 2.281 3.200 -1.085
H 1.859 5.305 0.505
H 2.374 7.618 -0.126
H 1.136 8.712 -1.963
H -0.620 7.473 -3.179
H -1.140 5.152 -2.575
H 0.931 2.376 -3.136
H -0.123 0.872 -4.778
H -2.510 0.271 -4.561
H -3.872 1.269 -2.744
H -2.793 2.704 -1.037
```

Computed properties:
Maximum force   0.44 eV/A
Charge   +2
Relative energy (zero: lowest compared OMol25 entry of this formula, charge and spin)   0.1278 eV
Molecular weight   677.7 u
Orbital gap   7.2 eV

Atom-resolved charges from Mulliken, all expressed in e: 1.77, -0.58, 1.00, -0.57, 0.45, -1.11, 1.53, -0.54, -1.17, -0.33, -0.49, -0.63, 0.23, -0.52, -0.35, -1.05, -0.72, 0.66, 0.59, 0.53, 0.48, 0.52, 0.44, 0.47, 0.60, -1.37, -1.02, 0.97, 0.59, -0.26, -0.89, -0.61, -0.77, -0.50, 0.52, -0.23, -0.64, -0.55, -0.70, -0.62, 0.00, 0.69, 0.76, -0.58, -0.70, -0.53, -0.70, -0.48, -0.80, 0.31, -0.73, -0.41, -0.67, -0.46, 0.44, 0.42, 0.70, 0.49, 0.46, 0.48, 0.49, 0.55, 0.45, 0.19, 0.44, 0.41, 0.44, 0.36, -0.44, 0.95, 0.28, 0.42, 0.41, 0.41, 0.37, 0.54, 0.49, 0.47, 0.56, 0.45



(2)
# C5H9O6

An isolated molecule of C5H9O6 (ωB97M-V/def2-TZVPD, OMol25).

XYZ file:
```
20
Properties=species:S:1:pos:R:3
H 0.300 1.677 -1.049
C -0.712 1.350 -0.534
O -1.698 2.035 -0.324
C -0.570 -0.083 -0.035
C -1.538 -1.059 -0.701
C 0.920 -0.466 -0.102
C 1.866 0.526 0.587
O 3.125 0.617 -0.102
O 2.814 1.360 -1.185
O 1.152 -1.658 0.578
O -0.866 -0.040 1.366
O -2.295 0.002 1.504
H -2.493 0.905 1.134
H -1.270 -1.180 -1.759
H -1.462 -2.020 -0.184
H -2.542 -0.636 -0.568
H 1.188 -0.636 -1.160
H 1.469 1.541 0.630
H 2.085 0.120 1.582
H 0.525 -2.355 0.321
```

Computed properties:
Maximum force   2.30 eV/A
Relative energy (zero: lowest compared OMol25 entry of this formula, charge and spin)   0.1293 eV
Molecular weight   165.1 u
Orbital gap (spin up / spin down)   10.3 / 8.7 eV
2S+1   2

Atom-resolved charges from natural (NBO), all expressed in e: 0.14, 0.43, -0.53, 0.09, -0.63, 0.06, -0.12, -0.13, -0.17, -0.70, -0.27, -0.44, 0.48, 0.22, 0.22, 0.26, 0.19, 0.20, 0.23, 0.48